# 1
Here is 9 unconnected molecules or ions with the total composition C37H51ClF9N11O16S3 from the OMol25 dataset. Energies are from the ωB97M-V functional and the def2-TZVPD basis.

Energy relative to the best compared isomer or geometry (same formula, charge and spin) (kcal per mole): 15.9
SMILES string: CC[C@H](C)c1cccc2c1Sc1cc(CCCSC(=S)n3ccnc3)cc(CCC(F)(F)C(F)(F)C(F)(F)C(F)(F)F)c1N2Cl.C[N+](=O)[O-].C[N+](=O)[O-].C[N+](=O)[O-].C[N+](=O)[O-].C[N+](=O)[O-].C[N+](=O)[O-].C[N+](=O)[O-].C[N+](=O)[O-]
Largest force on an atom (eV/A): 2.12
HOMO (eV): -8.25
Orbital gap (eV): 7.637
Energy (a.u.): -5799.4052

Element x y z (Å)
C (0.024, 5.190, 2.907)
C (-0.898, 6.224, 3.577)
C (-2.401, 5.816, 3.713)
C (-2.633, 4.685, 4.770)
C (-3.108, 5.584, 2.381)
C (-3.836, 6.649, 1.856)
C (-4.515, 6.560, 0.656)
C (-4.461, 5.391, -0.080)
C (-3.761, 4.299, 0.401)
C (-3.114, 4.410, 1.626)
S (-2.251, 2.941, 2.199)
C (-1.739, 2.246, 0.631)
C (-0.542, 1.576, 0.611)
C (-0.095, 1.064, -0.608)
C (1.251, 0.361, -0.631)
C (2.127, 0.757, -1.843)
C (3.613, 0.443, -1.522)
S (3.826, -1.357, -1.243)
C (5.060, -1.467, 0.032)
S (6.226, -0.344, 0.196)
N (4.999, -2.573, 0.889)
C (4.649, -3.875, 0.582)
C (4.699, -4.621, 1.710)
N (5.102, -3.769, 2.754)
C (5.253, -2.601, 2.238)
C (-0.878, 1.245, -1.723)
C (-2.106, 1.914, -1.724)
C (-2.775, 2.023, -3.101)
C (-4.304, 2.124, -3.196)
C (-5.068, 0.831, -2.830)
F (-6.208, 1.234, -2.177)
F (-4.358, -0.030, -2.079)
C (-5.584, 0.113, -4.107)
F (-4.498, -0.103, -4.913)
F (-6.426, 0.872, -4.825)
C (-6.228, -1.286, -3.883)
F (-6.606, -1.731, -5.114)
F (-5.382, -2.207, -3.391)
C (-7.514, -1.312, -3.010)
F (-8.170, -2.475, -3.218)
F (-8.383, -0.338, -3.271)
F (-7.231, -1.285, -1.695)
C (-2.547, 2.422, -0.501)
N (-3.810, 3.114, -0.416)
Cl (-4.889, 1.994, 0.479)
H (1.012, 5.629, 2.699)
H (0.103, 4.241, 3.447)
H (-0.399, 4.970, 1.916)
H (-0.510, 6.574, 4.547)
H (-0.894, 7.113, 2.921)
H (-2.877, 6.712, 4.143)
H (-3.484, 4.036, 4.540)
H (-1.692, 4.129, 4.882)
H (-2.790, 5.182, 5.738)
H (-3.894, 7.594, 2.401)
H (-5.105, 7.380, 0.252)
H (-4.992, 5.293, -1.028)
H (0.049, 1.447, 1.517)
H (1.080, -0.726, -0.675)
H (1.826, 0.544, 0.288)
H (1.870, 0.156, -2.731)
H (2.038, 1.815, -2.114)
H (3.874, 0.922, -0.569)
H (4.281, 0.784, -2.319)
H (4.384, -4.207, -0.416)
H (4.509, -5.681, 1.807)
H (5.549, -1.759, 2.857)
H (-0.494, 0.859, -2.673)
H (-2.307, 2.879, -3.614)
H (-2.453, 1.139, -3.672)
H (-4.534, 2.289, -4.264)
H (-4.742, 2.990, -2.694)
C (9.899, 2.276, -1.217)
N (9.210, 1.540, -0.124)
O (9.834, 0.668, 0.446)
O (8.066, 1.863, 0.125)
H (10.903, 1.885, -1.318)
H (9.325, 2.124, -2.127)
H (9.923, 3.326, -0.940)
C (8.173, -5.935, 2.167)
N (8.062, -6.686, 0.887)
O (9.084, -7.096, 0.381)
O (6.943, -6.835, 0.437)
H (9.219, -5.880, 2.447)
H (7.763, -4.942, 2.001)
H (7.602, -6.476, 2.913)
C (-8.567, -5.402, -4.705)
N (-9.406, -6.629, -4.634)
O (-9.167, -7.519, -5.423)
O (-10.273, -6.649, -3.786)
H (-7.841, -5.524, -5.501)
H (-9.228, -4.565, -4.908)
H (-8.074, -5.287, -3.744)
C (2.450, 5.207, -2.001)
N (1.776, 4.464, -0.902)
O (2.401, 3.575, -0.359)
O (0.645, 4.801, -0.628)
H (3.447, 4.800, -2.134)
H (1.853, 5.075, -2.899)
H (2.493, 6.253, -1.710)
C (14.054, 0.421, 0.613)
N (13.240, 1.343, -0.222)
O (12.873, 2.383, 0.284)
O (13.002, 0.985, -1.359)
H (14.185, 0.867, 1.593)
H (13.512, -0.518, 0.683)
H (15.010, 0.286, 0.115)
C (-9.613, -0.749, 0.448)
N (-10.472, 0.397, 0.854)
O (-9.921, 1.447, 1.114)
O (-11.667, 0.197, 0.895)
H (-8.578, -0.427, 0.456)
H (-9.774, -1.550, 1.165)
H (-9.919, -1.048, -0.551)
C (5.929, -9.344, 4.160)
N (7.112, -8.886, 4.938)
O (7.085, -9.027, 6.140)
O (8.029, -8.399, 4.304)
H (5.198, -9.752, 4.849)
H (5.529, -8.481, 3.635)
H (6.271, -10.103, 3.461)
C (-6.465, -3.341, 0.860)
N (-7.194, -4.030, 1.960)
O (-6.600, -4.888, 2.574)
O (-8.340, -3.679, 2.164)
H (-5.464, -3.753, 0.794)
H (-7.017, -3.517, -0.059)
H (-6.433, -2.282, 1.101)

Atom charges from the Löwdin analysis, given in e for atoms 1 to 2:
1 C -0.123
2 C -0.205

# 2
Here is C23H31N5O3 in the gas phase from the OMol25 dataset. Energies are from the ωB97M-V functional and the def2-TZVPD basis.

Energy relative to the best compared isomer or geometry (same formula, charge and spin) (kcal per mole): 5.7
SMILES string: CCCCNC(=O)Cn1c(=O)c2c(ncn2CCC(C)C)n(Cc2ccccc2)c1=O
Largest force on an atom (eV/A): 1.47
HOMO (eV): -8.45
Orbital gap (eV): 9.154
Energy (a.u.): -1394.6418

Element x y z (Å)
C (3.673, 1.208, 2.936)
C (4.150, 1.997, 1.720)
C (3.015, 2.450, 0.803)
C (2.031, 3.441, 1.438)
N (1.006, 2.788, 2.225)
C (-0.081, 2.258, 1.631)
O (-0.379, 2.441, 0.471)
C (-0.974, 1.423, 2.561)
N (-1.379, 0.235, 1.828)
C (-0.319, -0.493, 1.291)
O (0.836, -0.220, 1.575)
C (-0.783, -1.534, 0.436)
C (-2.133, -1.771, 0.222)
N (-2.300, -2.815, -0.621)
C (-1.077, -3.195, -0.926)
N (-0.120, -2.473, -0.319)
C (1.309, -2.545, -0.478)
C (1.803, -1.457, -1.436)
C (3.322, -1.269, -1.393)
C (4.064, -2.525, -1.844)
C (3.713, -0.084, -2.273)
N (-3.096, -1.030, 0.830)
C (-4.504, -1.270, 0.533)
C (-4.899, -0.553, -0.732)
C (-5.286, 0.780, -0.685)
C (-5.612, 1.451, -1.850)
C (-5.551, 0.796, -3.069)
C (-5.157, -0.530, -3.121)
C (-4.828, -1.203, -1.957)
C (-2.741, 0.030, 1.633)
O (-3.570, 0.726, 2.178)
H (2.914, 0.488, 2.640)
H (3.260, 1.870, 3.695)
H (4.504, 0.671, 3.388)
H (4.726, 2.867, 2.046)
H (4.819, 1.365, 1.131)
H (2.445, 1.578, 0.478)
H (3.451, 2.920, -0.081)
H (1.508, 3.983, 0.647)
H (2.556, 4.157, 2.076)
H (1.286, 2.425, 3.122)
H (-1.881, 1.978, 2.809)
H (-0.447, 1.132, 3.473)
H (-0.862, -4.010, -1.588)
H (1.561, -3.542, -0.845)
H (1.764, -2.390, 0.504)
H (1.331, -0.515, -1.148)
H (1.486, -1.694, -2.455)
H (3.606, -1.042, -0.359)
H (3.739, -2.820, -2.840)
H (3.892, -3.353, -1.161)
H (5.134, -2.335, -1.878)
H (3.462, -0.285, -3.313)
H (3.188, 0.815, -1.961)
H (4.782, 0.103, -2.209)
H (-4.627, -2.348, 0.421)
H (-5.079, -0.899, 1.384)
H (-5.322, 1.289, 0.267)
H (-5.912, 2.488, -1.808)
H (-5.807, 1.321, -3.978)
H (-5.103, -1.041, -4.071)
H (-4.506, -2.233, -1.992)

Atom charges from the natural (NBO) analysis, given in e for atoms 1 to 2:
1 C -0.621
2 C -0.395